The following is a quantum chemistry calculation of a structure of composition C18H12ClIMoN6O5 in a non-equilibrium geometry, from the Open Molecules 2025 dataset.

Cartesian coordinates (Å):
Mo (-0.665793, 0.594982, 0.168954)
O (-3.376565, 4.250781, 0.596959)
C (-2.167707, 3.651788, 0.410627)
O (-1.228239, 3.698630, 1.223112)
C (-2.069999, 2.909573, -0.918402)
C (-2.803771, 3.423630, -1.953786)
C (-2.549989, 3.034813, -3.269659)
C (-1.501850, 2.272208, -3.496649)
C (-0.667780, 1.811729, -2.431279)
N (-1.042552, 2.056157, -1.184648)
C (0.543969, 1.099782, -2.873815)
O (0.501466, 0.888161, -4.110663)
O (1.483072, 0.751800, -2.031458)
H (-3.365091, 4.707931, 1.480240)
H (-3.700761, 4.014670, -1.651974)
H (-3.297001, 3.337807, -3.988532)
H (-1.378573, 1.828694, -4.505411)
Cl (1.843665, -3.491070, 4.897469)
C (2.095666, -2.495223, 3.492301)
C (3.463096, -2.514477, 3.017714)
C (3.739995, -1.832749, 1.872246)
I (5.548366, -2.062638, 0.912214)
C (2.779323, -0.967441, 1.125194)
O (2.980618, -0.408020, 0.034357)
C (1.523248, -0.777236, 1.933255)
N (0.796647, 0.397699, 1.686353)
C (-0.272864, 0.690875, 2.458141)
C (-0.694379, -0.180763, 3.462741)
C (-0.057348, -1.363559, 3.714433)
C (1.113547, -1.696443, 2.924391)
H (4.197165, -2.876734, 3.742676)
H (-0.663608, 1.721574, 2.414287)
H (-1.596058, 0.032376, 4.044007)
H (-0.299425, -1.984189, 4.525899)
N (1.375839, -2.159523, -1.962120)
C (0.153850, -2.596159, -1.900860)
N (-0.168489, -3.849022, -2.379949)
N (-0.944172, -1.889223, -1.586839)
C (-0.896317, -1.033730, -0.658808)
N (-1.881040, -0.721374, 0.277179)
H (2.181522, -2.740290, -2.150102)
H (1.565522, -1.131950, -1.945004)
H (0.548689, -4.301105, -2.924595)
H (-1.145915, -4.102723, -2.490209)

Atoms 1-3, force components in eV/Å:
Mo 2.881 2.295 0.914
O 1.751 -0.441 0.522
C 0.508 -0.243 1.858

Properties
- HOMO energy (alpha / beta) (eV) = -14.1 / -14.7
- expectation value of S² = 2.07
- total charge = +2
- lowest unoccupied orbital energy (alpha / beta) (eV) = -9.1 / -9.8
- multiplicity = 3
- HOMO-LUMO gap (alpha / beta) (eV) = 5.1 / 4.9



The following is a quantum chemistry calculation of a structure of composition C32H30F5N10O4PbSeTe in a non-equilibrium geometry, from the Open Molecules 2025 dataset.

Cartesian coordinates (Å):
Pb (-0.344579, 0.133810, -0.235064)
N (-1.482274, -3.180873, 0.204122)
C (-1.768035, -2.511190, 1.320709)
N (-2.352187, -3.155475, 2.323555)
C (-2.601191, -2.427398, 3.409403)
N (-3.207846, -3.018761, 4.437334)
N (-2.284316, -1.116447, 3.565955)
C (-1.715374, -0.573234, 2.523610)
N (-1.456781, -1.190033, 1.367256)
C (-1.315611, 0.864233, 2.643059)
C (-1.410007, 1.521319, 3.851971)
C (-0.998131, 2.844074, 3.927112)
C (-0.524245, 3.475689, 2.792723)
C (-0.459033, 2.757305, 1.613540)
N (-0.844728, 1.485828, 1.552160)
H (-1.605483, -4.178629, 0.236432)
H (-0.903168, -2.740977, -0.513849)
H (-3.417089, -4.000137, 4.391471)
H (-3.355143, -2.504243, 5.286848)
H (-1.786598, 0.985501, 4.709046)
H (-1.042496, 3.371936, 4.869668)
H (-0.185802, 4.500872, 2.811761)
H (-0.077096, 3.196872, 0.701625)
O (-0.371925, 2.658906, -2.569983)
C (0.776478, 2.485493, -2.177187)
N (1.858534, 3.207621, -2.508569)
C (3.089296, 2.660337, -1.955612)
C (2.491717, 1.526829, -1.110363)
O (3.182848, 0.799718, -0.408414)
N (1.158813, 1.457902, -1.299406)
C (3.808059, 3.625140, -1.025794)
C (5.009579, 3.232987, -0.442115)
C (5.648539, 4.069677, 0.455963)
C (5.099964, 5.305649, 0.773633)
C (3.904019, 5.697617, 0.194985)
C (3.253751, 4.855315, -0.697229)
C (3.954935, 2.095763, -3.080956)
C (4.986686, 2.854276, -3.618184)
C (5.707125, 2.382119, -4.706905)
C (5.404543, 1.149417, -5.262704)
C (4.372904, 0.388220, -4.729965)
C (3.649450, 0.861237, -3.647509)
H (1.824064, 3.927203, -3.211201)
H (5.436550, 2.267369, -0.678893)
H (6.576301, 3.753552, 0.913089)
H (5.604437, 5.959174, 1.472235)
H (3.471962, 6.659434, 0.436899)
H (2.312431, 5.165086, -1.131241)
H (5.236799, 3.812169, -3.181217)
H (6.511143, 2.979310, -5.115513)
H (5.975189, 0.778523, -6.103289)
H (4.137645, -0.580880, -5.150152)
H (2.850716, 0.250186, -3.241303)
C (1.423287, -2.023439, -1.495528)
O (0.092845, -1.507376, -1.480208)
H (1.508560, -2.674781, -2.369110)
H (1.646646, -2.591125, -0.591130)
H (2.173236, -1.233395, -1.577467)
C (-3.004282, -2.539300, -3.153710)
N (-2.144968, -1.476020, -3.639494)
C (-1.933550, -0.281902, -3.077430)
Se (-2.688449, 0.389267, -1.484323)
N (-1.038603, 0.394272, -3.795612)
C (-0.605635, -0.393698, -4.847712)
C (0.336213, -0.179012, -5.847350)
C (0.524321, -1.210943, -6.743707)
C (-0.199639, -2.411399, -6.653123)
C (-1.135143, -2.623106, -5.660776)
C (-1.318894, -1.585119, -4.753866)
H (-3.413234, -2.249391, -2.190352)
H (-2.412028, -3.445625, -3.036263)
H (-3.811340, -2.715014, -3.863107)
H (-0.698235, 1.313436, -3.489636)
H (0.894414, 0.744284, -5.914308)
H (1.246483, -1.093890, -7.539526)
H (-0.017237, -3.189526, -7.380883)
H (-1.689357, -3.548551, -5.593441)
F (2.945225, -1.179068, 3.112600)
Te (2.691466, 0.164381, 1.827621)
F (3.805764, -1.052076, 0.926104)
F (4.241573, 1.032450, 2.314432)
F (1.736898, 0.798092, 3.355004)
F (2.116499, 1.955357, 1.381013)
O (1.184951, -0.579152, 1.092542)

Atoms 1-3, force components in eV/Å:
Pb 0.459 -0.462 -0.243
N -0.009 -0.008 0.001
C -0.011 -0.020 -0.017

Properties
- HOMO energy (eV) = -11.3
- total charge = +1
- lowest unoccupied orbital energy (eV) = -4.1
- energy above the lowest of the compared OMol25 structures with the same formula, charge and spin (kJ/mol) = 173.53
- HOMO-LUMO gap (eV) = 7.2



The following is a quantum chemistry calculation of a structure of composition C19H15Cl3GaIN5O3, from the Open Molecules 2025 dataset.

Cartesian coordinates (Å):
Ga (0.032473, -0.635100, 0.662611)
C (0.254153, -1.166075, -3.605873)
C (-0.089180, -1.195809, -2.161736)
N (0.167854, -0.268817, -1.320385)
N (0.801787, 0.894061, -1.664243)
C (0.972936, 1.610029, -0.573766)
O (0.585296, 1.216027, 0.608500)
C (1.599568, 2.940345, -0.679015)
C (1.829704, 3.510461, -1.930957)
C (2.408935, 4.763801, -2.016967)
C (2.763680, 5.445694, -0.860063)
C (2.542200, 4.876827, 0.386188)
C (1.957404, 3.624904, 0.479639)
C (-0.802571, -2.355090, -1.549477)
C (-1.245117, -3.431294, -2.296100)
C (-1.951807, -4.443378, -1.660668)
C (-2.205954, -4.341170, -0.305551)
C (-1.724991, -3.234044, 0.374733)
N (-1.030332, -2.271309, -0.223598)
H (0.798739, -0.255507, -3.835967)
H (-0.650085, -1.211831, -4.214759)
H (0.871801, -2.028294, -3.860687)
H (1.556504, 2.965460, -2.822387)
H (2.586863, 5.210729, -2.984912)
H (3.217448, 6.424869, -0.930705)
H (2.828571, 5.407628, 1.282792)
H (1.785012, 3.167061, 1.443048)
H (-1.046056, -3.473123, -3.355713)
H (-2.305074, -5.295360, -2.224205)
H (-2.759052, -5.100298, 0.226172)
H (-1.901385, -3.115360, 1.433518)
Cl (1.200800, -0.189279, 3.359931)
C (1.754568, -1.881652, 3.153401)
Cl (2.880485, -2.306316, 4.389337)
Cl (0.307820, -2.942416, 3.247774)
C (2.354041, -2.018639, 1.724785)
O (3.436895, -2.494525, 1.578358)
O (1.564359, -1.646990, 0.749478)
I (-4.903651, 0.217440, 4.268019)
C (-3.433709, 0.391071, 2.851709)
C (-3.245848, 1.419949, 1.948347)
N (-2.162543, 1.124941, 1.223284)
N (-1.627092, -0.045187, 1.608792)
C (-2.386544, -0.495353, 2.605445)
H (-3.791457, 2.333554, 1.788663)
H (-1.656244, 1.713962, 0.576865)
H (-2.141202, -1.416597, 3.106346)

Atoms 1-3, force components in eV/Å:
Ga -0.086 0.170 -0.681
C 0.027 0.075 -0.001
C -0.101 -0.106 0.187

Properties
- HOMO energy (eV) = -11.4
- total charge = +1
- lowest unoccupied orbital energy (eV) = -3.9
- HOMO-LUMO gap (eV) = 7.6



The following is a quantum chemistry calculation of a cluster of 2 separate species, C3H6O2 in total, from the Open Molecules 2025 dataset.

Cartesian coordinates (Å):
C (-1.388569, 0.649148, 0.391983)
O (-0.754168, -0.389302, 0.787861)
C (0.507075, -0.762363, 0.610049)
C (1.538955, 0.126610, 0.159499)
O (2.708221, -0.202544, 0.038816)
H (-0.885954, 1.459456, -0.122066)
H (-0.933953, -0.298182, -1.791962)
H (-2.429571, 0.684119, 0.681727)
H (-0.298415, -0.692112, -1.702804)
H (0.711131, -1.746927, 1.006219)
H (1.225243, 1.172098, -0.059327)

Atoms 1-3, force components in eV/Å:
C -0.327 0.778 -0.225
O 0.142 -0.688 0.314
C 0.344 0.151 0.015

Properties
- HOMO energy (alpha / beta) (eV) = -8.4 / -8.6
- total charge = 0
- lowest unoccupied orbital energy (alpha / beta) (eV) = -0.7 / -0.3
- energy above the lowest of the compared OMol25 structures with the same formula, charge and spin (kJ/mol) = 480.47
- HOMO-LUMO gap (alpha / beta) (eV) = 7.7 / 8.3



The following is a quantum chemistry calculation of a cluster of 3 separate species, C3H13NO2S in total in a non-equilibrium geometry, from the Open Molecules 2025 dataset.

Cartesian coordinates (Å):
C (-1.434234, 1.074499, -0.759687)
C (-0.554542, 0.559324, 0.406970)
N (0.443883, -0.561723, 0.404818)
C (-1.420815, 0.557008, 1.662844)
S (-0.867911, 0.197553, 3.312618)
H (-2.030281, 2.049622, -0.432645)
H (-0.887789, 1.240946, -1.589260)
H (-2.318749, 0.499420, -1.085718)
H (0.192473, 1.507980, 0.374661)
H (0.295110, -1.345190, -0.253447)
H (0.536547, -0.898434, 1.348871)
H (-2.317653, -0.077578, 1.399718)
H (-2.194018, 1.366045, 1.855288)
H (-0.030022, -0.814353, 3.010750)
O (2.824527, 0.031180, -1.573398)
H (3.252635, -0.543632, -0.923432)
H (2.188019, 0.424358, -1.012866)
O (1.493386, -1.771274, -1.656623)
H (0.683057, -1.767034, -2.194302)
H (2.146375, -1.728720, -2.295161)

Atoms 1-3, force components in eV/Å:
C -3.608 -0.122 2.726
C 2.336 3.617 0.628
N -1.581 0.288 -1.177

Properties
- HOMO energy (eV) = -8.9
- total charge = 0
- lowest unoccupied orbital energy (eV) = 0.7
- energy above the lowest of the compared OMol25 structures with the same formula, charge and spin (kJ/mol) = 283.09
- HOMO-LUMO gap (eV) = 9.6
- SMILES = C[C@H](N)CS.O.O



The following is a quantum chemistry calculation of the ion C4H8NO2 with charge -1 in a non-equilibrium geometry, from the Open Molecules 2025 dataset.

Cartesian coordinates (Å):
C (-1.672888, 1.557370, -0.403678)
C (-0.250362, 0.905559, -0.415438)
C (0.003046, -0.583030, -0.192809)
N (1.400540, -0.705816, 0.263016)
C (1.671430, -1.976522, 0.812472)
O (2.456954, -1.980078, 1.774828)
O (0.969831, -2.976224, 0.403728)
H (-2.496303, 0.913413, -0.261279)
H (-1.724967, 2.084750, -1.342388)
H (-1.665578, 2.322601, 0.368158)
H (0.135419, 1.078406, -1.393428)
H (0.249846, 1.627852, 0.228934)
H (-0.262280, -1.143931, -1.121367)
H (-0.689748, -1.157850, 0.603540)
H (1.875063, 0.033501, 0.675710)

Atoms 1-3, force components in eV/Å:
C 1.621 0.264 -0.158
C -1.205 0.596 0.168
C -0.858 -0.482 2.135

Properties
- HOMO energy (eV) = -3.6
- total charge = -1
- lowest unoccupied orbital energy (eV) = 3.7
- energy above the lowest of the compared OMol25 structures with the same formula, charge and spin (kJ/mol) = 109.58
- HOMO-LUMO gap (eV) = 7.3
- SMILES = CCCNC(=O)[O-]



The following is a quantum chemistry calculation of a structure of composition C2H2AlFO in a non-equilibrium geometry, from the Open Molecules 2025 dataset.

Cartesian coordinates (Å):
F (2.694796, -0.843874, 0.517877)
O (2.429951, 0.650639, 0.519284)
Al (1.245243, -0.221026, -0.485505)
C (-0.570574, -0.262455, -0.213270)
C (-1.729373, 0.035825, 0.139031)
H (-2.717832, 0.236866, 0.538326)
H (-1.352208, 0.404028, -1.015743)

Atoms 1-3, force components in eV/Å:
F -0.700 -0.298 -0.621
O -0.803 -0.165 -1.076
Al 3.705 0.480 1.846

Properties
- HOMO energy (eV) = -22.7
- total charge = +2
- lowest unoccupied orbital energy (eV) = -13.1
- energy above the lowest of the compared OMol25 structures with the same formula, charge and spin (kJ/mol) = 561.28
- HOMO-LUMO gap (eV) = 9.6



no.,molar mass (g mol⁻¹)
1,650.63
2,1127.41
3,664.35
4,74.08
5,127.21
6,102.11
7,88.02